--- i ---
One molecule with the formula C2H3N3. Source: OMol25; level of theory: ωB97M-V/def2-TZVPD.

Positions of all 8 atoms, in Å:
1 C 0.9642 -0.1840 0.4835
2 C -1.2562 -0.1748 -0.7269
3 N 0.5860 -1.3417 -0.0637
4 N -0.5121 -1.1064 -0.7149
5 N 0.2410 0.8565 0.3609
6 H 1.8580 -0.2390 0.9383
7 H -2.1368 0.4591 -1.0435
8 H 0.2559 1.7304 0.7662

Calculated values
* total charge: 0
* HOMO-LUMO gap: 10.05 eV
* HOMO energy: -0.3320 Ha

=====

--- ii ---
One molecule with the formula C2H3N3. Source: OMol25; level of theory: ωB97M-V/def2-TZVPD.

Positions of all 8 atoms, in Å:
1 C -0.7319 0.7256 0.2493
2 C -0.7991 -0.6444 -0.1182
3 N 0.4402 -1.1106 -0.1964
4 N 1.1833 -0.0719 0.0594
5 N 0.5549 1.0544 0.3353
6 H -1.4696 1.4835 0.5019
7 H -1.3538 -1.2902 -0.7646
8 H 2.1762 -0.1463 -0.0667

Calculated values
* total charge: 0
* SMILES: c1cn[nH]n1
* HOMO-LUMO gap: 11.38 eV
* HOMO energy: -0.3727 Ha

=====

The structure with the most favorable energy is ii; the runner-up is 53.5 kcal/mol above it.

=====

--- i ---
An isolated ion of composition C2H2N3O and charge +1. Source: OMol25; level of theory: ωB97M-V/def2-TZVPD.

Positions of all 8 atoms, in Å:
1 C -0.3398 -0.6222 0.3270
2 C 0.9105 0.4041 -1.2312
3 N -0.6956 0.4418 2.3975
4 N -0.6489 -0.0898 1.4249
5 N -0.2540 0.2975 -0.7363
6 O 1.9968 0.3306 -1.5718
7 H 0.0521 -1.7039 0.3911
8 H -1.0210 0.9418 -1.0012

Calculated values
* total charge: +1
* HOMO-LUMO gap: 8.37 eV
* HOMO energy: -0.5264 Ha

=====

--- ii ---
An isolated ion of composition C2H2N3O and charge +1. Source: OMol25; level of theory: ωB97M-V/def2-TZVPD.

Positions of all 8 atoms, in Å:
1 N 1.9284 -2.1671 0.0984
2 N 1.2420 -1.2982 -0.0698
3 C 0.2999 -0.4296 -0.2992
4 N -0.6743 -0.0549 0.6243
5 C -1.3479 -0.9639 0.1149
6 O -1.9113 -1.8917 -0.1830
7 H 0.3078 0.0751 -1.2865
8 H -0.8195 0.7868 1.1820

Calculated values
* total charge: +1
* SMILES: N#[N+][C@@H]1NC1=O
* HOMO-LUMO gap: 9.94 eV
* HOMO energy: -0.5661 Ha

=====

The structure with the most favorable energy is i; the runner-up is 2.9 kcal/mol above it.

=====

--- i ---
One molecule with the formula C3H4N2O3S. Source: OMol25; level of theory: ωB97M-V/def2-TZVPD.

Positions of all 13 atoms, in Å:
1 O 1.3101 2.5092 -0.0921
2 C 0.6505 1.5048 0.0196
3 N -0.7207 1.4925 0.1814
4 C -1.2617 0.2686 0.1927
5 S -2.8301 -0.2820 0.1211
6 C 0.0501 -0.7915 -0.0515
7 O -0.2467 -1.2367 -1.3089
8 O 0.5445 -1.8757 0.8175
9 N 1.1671 0.1732 -0.0738
10 H -1.2041 2.3452 0.4375
11 H 0.6650 -1.4937 -1.7535
12 H -0.1801 -2.4625 1.1544
13 H 2.0559 -0.1513 0.3556

Calculated values
* total charge: 0
* SMILES: O=C1NC(=S)C(O)(O)N1
* HOMO-LUMO gap: 8.85 eV
* HOMO energy: -0.3327 Ha

=====

--- ii ---
One molecule with the formula C3H4N2O3S. Source: OMol25; level of theory: ωB97M-V/def2-TZVPD.

Positions of all 13 atoms, in Å:
1 O -1.6000 1.4165 -0.5297
2 S -1.1946 0.1075 -0.1459
3 O -1.3979 -1.1913 -0.8871
4 O -2.0028 -0.2299 1.3015
5 N 0.5598 0.0914 0.0555
6 C 1.2581 -1.1524 0.0380
7 C 2.6299 -0.7105 -0.0459
8 N 2.7551 0.6676 0.1080
9 C 1.5250 1.1094 0.1448
10 H -2.1544 -1.2873 1.1015
11 H 0.6481 -2.1333 -0.0384
12 H 3.5644 -1.3666 0.1189
13 H 1.3780 2.3117 0.1098

Calculated values
* total charge: 0
* SMILES: O=S(=O)(O)n1ccnc1
* HOMO-LUMO gap: 9.54 eV
* HOMO energy: -0.3478 Ha

=====

The structure with the most favorable energy is i; the runner-up is 57.7 kcal/mol above it.

=====

--- i ---
A 2-piece molecular cluster, BrClFNO overall. Source: OMol25; level of theory: ωB97M-V/def2-TZVPD.

Positions of all 5 atoms, in Å:
1 N -0.5995 -0.4151 0.5258
2 O 0.9916 0.4428 -0.6392
3 F -0.5355 -1.6105 -0.0453
4 Cl 2.1905 1.0631 0.1744
5 Br -2.0471 0.5198 -0.0157

Calculated values
* total charge: 0
* HOMO-LUMO gap (alpha / beta): 9.38 / 8.09 eV
* HOMO energy (alpha / beta): -0.3855 / -0.3677 Ha

=====

--- ii ---
A 2-piece molecular cluster, BrClFNO overall. Source: OMol25; level of theory: ωB97M-V/def2-TZVPD.

Positions of all 5 atoms, in Å:
1 N 0.3309 0.0446 -0.3482
2 O -0.4099 0.7198 0.4395
3 F 0.0461 -1.8619 0.0667
4 Cl -2.1637 0.6175 -0.0736
5 Br 2.1966 0.4801 -0.0845

Calculated values
* total charge: 0
* HOMO-LUMO gap (alpha / beta): 7.69 / 7.67 eV
* HOMO energy (alpha / beta): -0.3986 / -0.3978 Ha

=====

The structure with the most favorable energy is i; the runner-up is 5.1 kcal/mol above it.

=====

--- i ---
C3H6ClNO2 as an isolated structure. Source: OMol25; level of theory: ωB97M-V/def2-TZVPD.

Positions of all 13 atoms, in Å:
1 C -0.1005 -1.7063 -0.9016
2 C 0.2539 0.3997 0.3096
3 C 0.9305 1.6798 0.0002
4 H 0.4519 -1.6847 -2.1688
5 H -1.5703 -1.3927 -0.5234
6 H 0.0636 -2.8244 -0.1076
7 H 0.3574 2.4296 0.6280
8 H 2.0718 1.8107 0.4432
9 H -2.1562 -0.2159 1.8874
10 N -0.6127 0.6582 1.1828
11 O 0.5832 -0.7039 -0.2505
12 O -1.4353 -0.5199 1.2054
13 Cl 1.1628 2.0696 -1.7049

Calculated values
* total charge: 0
* HOMO-LUMO gap: 9.76 eV
* HOMO energy: -0.3431 Ha

=====

--- ii ---
A 2-piece molecular cluster, C3H6ClNO2 overall. Source: OMol25; level of theory: ωB97M-V/def2-TZVPD.

Positions of all 13 atoms, in Å:
1 O 3.5160 -0.0935 0.4535
2 C 2.3550 -0.1917 0.2010
3 C 1.2945 0.9213 0.1704
4 N 0.1691 0.3164 -0.5267
5 C 0.3312 -1.0866 -0.2441
6 O 1.7349 -1.3423 -0.1048
7 H 1.6600 1.8286 -0.3042
8 H 1.0077 1.1488 1.2035
9 H 0.2505 0.4879 -1.5261
10 H -0.1463 -1.3233 0.7169
11 H -0.0719 -1.7306 -1.0243
12 Cl -4.6215 -0.2363 0.1242
13 H -3.5390 0.0477 0.7412

Calculated values
* total charge: 0
* SMILES: O=C1CNCO1.Cl
* HOMO-LUMO gap: 10.47 eV
* HOMO energy: -0.3643 Ha

=====

--- iii ---
A 2-piece molecular cluster, C3H6ClNO2 overall. Source: OMol25; level of theory: ωB97M-V/def2-TZVPD.

Positions of all 13 atoms, in Å:
1 O -1.4112 -2.4083 1.2242
2 N -0.4497 -1.9330 2.0343
3 C -0.0944 -0.7698 2.0632
4 Cl 1.1814 -0.2867 3.1285
5 H -1.5132 -1.8427 0.4035
6 H -0.3588 -0.0835 1.3700
7 C 0.5211 1.8812 -1.5557
8 C -0.1638 0.8175 -1.5507
9 O 0.4036 -0.4309 -1.2277
10 H 0.2263 2.7523 -2.0952
11 H 1.4735 1.7870 -1.0664
12 H -1.0536 0.7418 -1.9774
13 H 1.2390 -0.2249 -0.7505

Calculated values
* total charge: 0
* SMILES: O/N=C/Cl.C=CO
* HOMO-LUMO gap: 10.63 eV
* HOMO energy: -0.3659 Ha

=====

The structure with the most favorable energy is ii; the runner-up is 90.4 kcal/mol above it.

=====

--- i ---
A 2-piece molecular cluster, C5H14N4 overall. Source: OMol25; level of theory: ωB97M-V/def2-TZVPD.

Positions of all 23 atoms, in Å:
1 C -0.3032 1.2538 2.0191
2 N -0.3614 1.2304 0.5692
3 C 0.7078 0.9698 -0.1319
4 C 0.7259 1.3349 -1.5857
5 N 1.8920 0.5580 0.4236
6 H -1.2799 1.5771 2.3834
7 H -0.0734 0.2706 2.4453
8 H 0.4508 1.9657 2.3658
9 H 0.9880 0.4661 -2.1954
10 H 1.4535 2.1309 -1.7527
11 H -0.2555 1.6812 -1.8969
12 H 2.5723 0.2123 -0.2366
13 H 1.7764 -0.0694 1.2126
14 N -2.1092 -0.5521 -0.4365
15 C -1.2213 -1.3100 -1.1583
16 C -0.0655 -1.8015 -0.6450
17 N 0.1915 -1.9056 0.7513
18 H -1.4245 0.3407 0.1529
19 H -2.8114 -0.1384 -1.0383
20 H -1.3539 -1.3829 -2.2352
21 H 0.6415 -2.3088 -1.2809
22 H 0.5158 -2.8316 1.0039
23 H -0.6562 -1.6910 1.2665

Calculated values
* total charge: 0
* SMILES: C/N=C(/C)N.N/C=C\N
* HOMO-LUMO gap: 7.71 eV
* HOMO energy: -0.2473 Ha

=====

--- ii ---
C5H14N4 as an isolated structure. Source: OMol25; level of theory: ωB97M-V/def2-TZVPD.

Positions of all 23 atoms, in Å:
1 C 0.4438 0.2400 -0.1069
2 C 1.5093 -0.7225 0.5207
3 C -0.7091 0.3783 0.8471
4 C 2.7842 -0.7727 -0.3183
5 N -1.4641 -0.6201 1.0739
6 N 1.0164 1.5582 -0.3429
7 N 1.0180 -2.0738 0.6890
8 C -3.6654 0.3591 -1.1698
9 N -3.6945 -0.5656 -0.4914
10 H -2.1233 -0.5054 1.8404
11 H 0.0766 -0.2573 -1.0237
12 H 1.7584 -0.3344 1.5149
13 H 0.3084 2.1957 -0.6937
14 H 1.7536 1.5104 -1.0346
15 H 0.1173 -2.0622 1.1627
16 H 0.8742 -2.5059 -0.2199
17 H -0.6387 1.2571 1.5017
18 H -2.2921 1.9348 0.1934
19 H 3.3186 0.1723 -0.2876
20 H 3.4357 -1.5481 0.0768
21 H 2.5561 -1.0232 -1.3538
22 H -2.6570 2.4759 -0.2962
23 H -3.7262 0.9095 -2.0819

Calculated values
* total charge: 0
* HOMO-LUMO gap: 9.67 eV
* HOMO energy: -0.3236 Ha

=====

The structure with the most favorable energy is i; the runner-up is 32.7 kcal/mol above it.

=====

--- i ---
A 2-piece molecular cluster, C2H8N2O overall. Source: OMol25; level of theory: ωB97M-V/def2-TZVPD.

Positions of all 13 atoms, in Å:
1 N 2.0249 -2.1916 -1.5426
2 C 0.7561 -1.5334 -1.5435
3 C 0.5149 -0.4310 -0.8269
4 N -0.8437 0.0719 -0.8997
5 H 2.7127 -1.5792 -1.1167
6 H 1.9965 -3.0748 -1.0530
7 H -0.0741 -2.0457 -2.0063
8 H 1.0218 0.0024 0.0177
9 H -1.4225 -0.1247 -0.0989
10 H -0.8461 1.0598 -1.1476
11 O -1.9134 3.6176 3.1921
12 H -2.3245 2.7859 2.9522
13 H -1.6026 3.4427 4.0732

Calculated values
* total charge: 0
* SMILES: N/C=C/N.O
* HOMO-LUMO gap: 9.23 eV
* HOMO energy: -0.3138 Ha

=====

--- ii ---
A 2-piece molecular cluster, C2H8N2O overall. Source: OMol25; level of theory: ωB97M-V/def2-TZVPD.

Positions of all 13 atoms, in Å:
1 H 0.2050 1.3992 -1.2749
2 N 0.3374 0.9421 -2.1676
3 C 1.5459 0.7786 -2.5076
4 N 1.8607 -0.0827 -3.5396
5 H 2.3392 1.4833 -2.2335
6 H 2.8255 -0.3684 -3.5646
7 H 1.1908 -0.8375 -3.5667
8 C -1.8901 -0.8189 3.3225
9 O -0.7758 -0.0488 2.8305
10 H -2.4266 -1.3040 2.5072
11 H -2.5365 -0.1900 3.9418
12 H -1.4664 -1.5304 4.0189
13 H -1.2090 0.5775 2.2338

Calculated values
* total charge: 0
* SMILES: [H]/N=C/N.CO
* HOMO-LUMO gap: 10.08 eV
* HOMO energy: -0.3390 Ha

=====

The structure with the most favorable energy is ii; the runner-up is 5.7 kcal/mol above it.

=====

--- i ---
One molecule with the formula C2H8N2O. Source: OMol25; level of theory: ωB97M-V/def2-TZVPD.

Positions of all 13 atoms, in Å:
1 C 1.1518 0.9430 -0.3025
2 C 0.2637 -0.2440 -0.6463
3 O -1.0096 0.2506 -1.0876
4 N 0.0018 -1.1465 0.4519
5 N -1.1222 -0.4184 1.3601
6 H 2.1214 0.6081 0.0771
7 H 0.6873 1.5824 0.4543
8 H 1.3164 1.5645 -1.1886
9 H 0.6838 -0.7966 -1.4977
10 H -1.5745 -0.5355 -1.0039
11 H 0.8625 -1.2856 0.9883
12 H -1.9229 -1.0471 1.2487
13 H -1.4594 0.5252 1.1460

Calculated values
* total charge: 0
* SMILES: C[C@H](O)NN
* HOMO-LUMO gap: 10.18 eV
* HOMO energy: -0.3385 Ha

=====

--- ii ---
A 2-piece molecular cluster, C2H8N2O overall. Source: OMol25; level of theory: ωB97M-V/def2-TZVPD.

Positions of all 13 atoms, in Å:
1 H -2.4891 -0.6927 2.4804
2 N -2.4310 -0.1888 1.6098
3 C -1.2850 -0.0131 1.0844
4 N -1.1716 0.3745 -0.2033
5 C 0.0868 0.8963 -0.7265
6 H -0.3826 0.0036 1.6947
7 H -1.9934 0.4569 -0.7731
8 H 0.1575 0.7539 -1.8001
9 H 0.1669 1.9731 -0.5361
10 H 0.8641 0.3258 -0.2285
11 O 2.7731 -1.2083 -0.4747
12 H 2.8948 -2.0694 -0.8908
13 H 2.8094 -0.6118 -1.2362

Calculated values
* total charge: 0
* SMILES: [H]/N=C/NC.O
* HOMO-LUMO gap: 9.23 eV
* HOMO energy: -0.3143 Ha

=====

--- iii ---
A 2-piece molecular cluster, C2H8N2O overall. Source: OMol25; level of theory: ωB97M-V/def2-TZVPD.

Positions of all 13 atoms, in Å:
1 C 0.8777 -0.5388 -0.1826
2 C -1.8373 0.2092 -0.2568
3 N 0.6295 0.4003 0.8079
4 N -0.7340 -0.4835 0.3827
5 O 2.5704 0.5193 -0.2781
6 H 3.2114 0.3163 0.4136
7 H 0.5181 1.3128 0.3660
8 H -0.9619 -1.0789 1.1690
9 H 1.2849 -1.4926 0.1290
10 H 0.7891 -0.3344 -1.2434
11 H -2.3692 0.8547 0.4466
12 H -1.4403 0.8253 -1.0657
13 H -2.5383 -0.5097 -0.6883

Calculated values
* total charge: 0
* HOMO-LUMO gap (alpha / beta): 8.61 / 8.61 eV
* HOMO energy (alpha / beta): -0.2931 / -0.2931 Ha

=====

The structure with the most favorable energy is ii; the runner-up is 29.5 kcal/mol above it.